(1)
The following is a DFT calculation (ωB97M-V/def2-TZVPD) of 13 unconnected molecules or ions with the total composition C60H71F7O18 in a non-equilibrium geometry.

```
156
C60H71F7O18 | OMol25 | ωB97M-V/def2-TZVPD
F -5.48 1.33 -5.88
C -4.62 1.49 -4.84
C -4.82 2.53 -3.99
C -3.90 2.74 -3.01
C -2.83 1.85 -2.82
C -2.73 0.70 -3.59
C -3.54 0.60 -4.73
H -5.67 3.18 -4.20
H -3.97 3.70 -2.40
H -2.19 2.11 -1.93
H -1.90 0.07 -3.40
H -3.53 -0.15 -5.51
F 0.92 1.47 4.96
C 2.27 1.13 4.82
C 3.22 2.04 5.31
C 4.54 1.68 5.18
C 4.92 0.46 4.60
C 3.93 -0.47 4.31
C 2.65 -0.17 4.35
H 2.83 2.97 5.73
H 5.22 2.48 5.53
H 5.91 0.15 4.65
H 4.19 -1.46 3.98
H 1.89 -0.92 4.05
F 6.78 1.98 1.60
C 5.83 2.90 1.63
C 6.19 4.22 1.70
C 5.25 5.23 1.89
C 3.89 4.89 1.99
C 3.54 3.60 1.75
C 4.46 2.56 1.63
H 7.23 4.46 1.66
H 5.50 6.28 1.88
H 3.13 5.66 2.17
H 2.49 3.34 1.68
H 4.01 1.57 1.59
F 0.21 -6.79 3.96
C -0.59 -6.15 3.12
C -0.61 -6.47 1.80
C -1.39 -5.64 0.95
C -2.07 -4.48 1.47
C -2.03 -4.27 2.85
C -1.29 -5.04 3.69
H 0.02 -7.26 1.48
H -1.39 -5.77 -0.18
H -2.55 -3.77 0.81
H -2.35 -3.29 3.12
H -1.25 -4.82 4.76
F -0.70 5.04 2.02
C -0.40 5.18 0.70
C -0.21 3.96 0.08
C 0.26 3.91 -1.26
C 0.53 5.13 -1.92
C 0.22 6.37 -1.30
C -0.28 6.38 0.03
H -0.58 3.05 0.55
H 0.47 3.05 -1.87
H 0.83 5.14 -3.02
H 0.20 7.32 -1.79
H -0.56 7.32 0.57
F 0.93 -2.54 -0.71
C 0.77 -2.57 -2.04
C -0.25 -3.25 -2.62
C -0.27 -3.45 -3.98
C 0.54 -2.78 -4.79
C 1.60 -2.09 -4.21
C 1.73 -1.98 -2.81
H -1.05 -3.68 -2.06
H -1.13 -3.96 -4.42
H 0.58 -2.98 -5.83
H 2.43 -1.77 -4.84
H 2.66 -1.53 -2.46
F 1.10 -3.02 3.24
C 2.06 -3.98 3.13
C 1.99 -4.82 2.05
C 2.87 -5.87 1.91
C 3.83 -6.04 2.88
C 3.89 -5.18 4.01
C 3.04 -4.10 4.08
H 1.25 -4.58 1.25
H 2.66 -6.59 1.11
H 4.45 -6.91 2.80
H 4.70 -5.31 4.67
H 3.07 -3.43 4.99
C -1.27 -0.67 4.66
O -2.35 0.22 4.42
C -3.49 -0.23 4.03
O -3.83 -1.39 3.83
O -4.32 0.80 3.84
C -5.75 0.46 3.93
H -0.73 -0.68 3.73
H -1.65 -1.61 4.91
H -0.69 -0.19 5.45
H -5.90 -0.17 4.76
H -6.01 -0.23 3.13
H -6.23 1.38 3.99
C -7.79 3.47 0.02
O -6.60 4.16 0.18
C -5.64 3.38 0.75
O -5.81 2.25 1.11
O -4.48 4.10 0.83
C -3.39 3.38 1.47
H -7.68 2.48 -0.46
H -8.44 4.06 -0.60
H -8.16 3.17 0.99
H -2.59 4.03 1.67
H -3.04 2.59 0.79
H -3.80 2.91 2.38
C 0.88 1.06 -4.24
O 1.89 2.02 -4.27
C 2.98 1.69 -4.88
O 3.10 0.68 -5.55
O 3.89 2.67 -4.74
C 5.04 2.42 -5.56
H 0.82 0.51 -5.18
H -0.11 1.45 -4.07
H 1.09 0.31 -3.50
H 5.81 3.16 -5.31
H 4.71 2.69 -6.57
H 5.39 1.40 -5.53
C 1.58 0.51 0.71
O 0.30 0.26 1.38
C -0.77 0.00 0.56
O -0.78 0.23 -0.63
O -1.71 -0.52 1.28
C -3.04 -0.69 0.67
H 1.38 1.15 -0.16
H 1.92 -0.47 0.34
H 2.10 0.99 1.48
H -3.32 0.18 0.15
H -3.69 -0.83 1.53
H -2.98 -1.48 -0.03
C -5.53 -3.27 -4.42
O -5.20 -4.08 -3.36
C -4.23 -3.57 -2.57
O -3.67 -2.48 -2.72
O -3.92 -4.35 -1.55
C -4.65 -5.56 -1.31
H -5.71 -2.28 -3.97
H -6.43 -3.68 -4.84
H -4.78 -3.31 -5.17
H -5.71 -5.39 -1.46
H -4.45 -5.78 -0.26
H -4.25 -6.38 -1.90
C 4.32 3.11 -1.51
O 5.36 2.18 -1.57
C 4.91 0.92 -1.65
O 3.74 0.67 -1.53
O 5.87 0.15 -2.02
C 5.52 -1.19 -2.34
H 4.71 4.07 -1.24
H 3.59 2.81 -0.79
H 3.88 3.06 -2.50
H 6.40 -1.68 -2.81
H 4.64 -1.08 -2.99
H 5.20 -1.83 -1.48
```

The net charge is 0. As for the spin multiplicity: 1. The molar mass comes out at 1213.20 g/mol. For the max |F|, the calculation gives 5.0 eV/Å.


(2)
The following is a DFT calculation (ωB97M-V/def2-TZVPD) of 15 unconnected molecules or ions with the total composition C60H90O30 in a non-equilibrium geometry.

```
180
C60H90O30 | OMol25 | ωB97M-V/def2-TZVPD
O 31.06 -6.32 -26.32
C 29.84 -6.28 -26.27
O 29.13 -7.36 -26.35
C 27.80 -7.07 -26.63
C 27.65 -5.70 -26.08
C 29.00 -5.10 -26.20
H 27.25 -7.86 -26.13
H 27.53 -7.10 -27.69
H 27.19 -5.74 -25.09
H 26.94 -5.14 -26.69
H 29.30 -4.55 -25.31
H 29.18 -4.40 -27.01
O 34.32 -0.98 -24.27
C 35.41 -0.98 -24.83
O 35.92 0.13 -25.39
C 37.16 -0.06 -26.11
C 37.65 -1.40 -25.57
C 36.43 -2.13 -25.00
H 37.81 0.79 -25.89
H 36.99 -0.05 -27.19
H 38.48 -1.37 -24.86
H 38.03 -1.86 -26.48
H 36.63 -2.64 -24.06
H 36.04 -2.91 -25.66
O 21.88 -15.80 -25.63
C 21.40 -14.67 -25.57
O 21.98 -13.69 -26.12
C 21.30 -12.42 -25.99
C 20.27 -12.71 -24.92
C 20.07 -14.24 -24.98
H 20.93 -12.15 -26.98
H 22.01 -11.66 -25.66
H 19.38 -12.09 -25.02
H 20.61 -12.47 -23.91
H 19.21 -14.45 -25.62
H 19.83 -14.77 -24.06
O 23.79 -8.06 -20.78
C 23.01 -7.39 -20.12
O 23.34 -6.03 -19.82
C 22.43 -5.47 -18.95
C 21.60 -6.69 -18.39
C 21.68 -7.69 -19.49
H 21.80 -4.79 -19.52
H 22.96 -4.98 -18.14
H 20.60 -6.41 -18.08
H 22.14 -7.17 -17.57
H 20.79 -7.65 -20.11
H 21.63 -8.70 -19.07
O 27.48 4.72 -22.14
C 28.30 4.05 -22.77
O 27.86 3.14 -23.63
C 28.88 2.75 -24.52
C 29.93 3.82 -24.35
C 29.79 4.26 -22.89
H 28.70 2.68 -25.60
H 29.17 1.78 -24.11
H 29.66 4.63 -25.04
H 30.89 3.44 -24.71
H 29.89 5.32 -22.68
H 30.34 3.59 -22.23
O 36.50 -15.24 -27.00
C 35.61 -14.58 -26.54
O 35.11 -13.53 -27.14
C 34.08 -12.92 -26.39
C 34.38 -13.34 -24.96
C 35.02 -14.70 -25.12
H 33.16 -13.38 -26.75
H 34.03 -11.83 -26.42
H 33.49 -13.43 -24.34
H 35.05 -12.63 -24.47
H 34.23 -15.44 -25.05
H 35.75 -14.80 -24.32
O 29.52 -4.72 -17.27
C 29.09 -3.65 -17.67
O 28.74 -2.72 -16.76
C 28.09 -1.56 -17.37
C 28.27 -1.72 -18.83
C 29.11 -3.04 -19.07
H 28.34 -0.56 -17.03
H 27.02 -1.68 -17.20
H 28.82 -0.89 -19.27
H 27.38 -1.75 -19.46
H 30.13 -2.88 -19.43
H 28.55 -3.68 -19.75
O 25.04 -3.28 -32.03
C 26.17 -3.63 -32.34
O 27.24 -2.78 -32.33
C 28.42 -3.35 -32.87
C 28.05 -4.82 -33.02
C 26.56 -4.96 -32.91
H 29.26 -3.10 -32.23
H 28.74 -2.99 -33.85
H 28.59 -5.43 -32.30
H 28.40 -5.06 -34.03
H 26.11 -5.73 -32.29
H 26.04 -4.98 -33.87
O 28.28 -12.55 -31.92
C 27.03 -12.54 -31.78
O 26.35 -11.45 -31.59
C 24.95 -11.76 -31.37
C 24.73 -13.07 -32.02
C 26.12 -13.73 -31.85
H 24.31 -10.99 -31.80
H 24.81 -11.82 -30.29
H 24.60 -12.96 -33.09
H 23.91 -13.59 -31.53
H 26.37 -14.38 -32.70
H 26.23 -14.28 -30.92
O 20.80 -6.32 -28.06
C 19.89 -5.82 -27.34
O 19.86 -5.99 -25.95
C 18.69 -5.34 -25.39
C 17.81 -5.02 -26.61
C 18.78 -4.91 -27.78
H 18.96 -4.40 -24.93
H 18.19 -5.95 -24.64
H 17.26 -4.10 -26.39
H 17.16 -5.81 -26.97
H 19.22 -3.91 -27.77
H 18.33 -5.00 -28.77
O 28.04 -16.35 -25.57
C 27.81 -15.79 -24.51
O 27.53 -14.47 -24.41
C 27.18 -14.10 -23.07
C 27.61 -15.26 -22.20
C 27.84 -16.40 -23.12
H 26.13 -13.83 -22.96
H 27.74 -13.24 -22.68
H 26.91 -15.43 -21.38
H 28.57 -15.00 -21.76
H 27.07 -17.17 -23.07
H 28.81 -16.87 -22.96
O 33.79 -11.29 -18.21
C 33.34 -10.42 -18.91
O 32.32 -10.65 -19.78
C 31.89 -9.46 -20.41
C 33.15 -8.52 -20.31
C 33.92 -9.02 -19.14
H 31.02 -9.03 -19.91
H 31.57 -9.70 -21.43
H 32.74 -7.53 -20.11
H 33.86 -8.40 -21.13
H 33.60 -8.36 -18.34
H 35.00 -9.01 -19.06
O 19.45 1.41 -26.22
C 20.60 1.03 -26.38
O 21.22 0.29 -25.50
C 22.60 0.18 -25.73
C 22.86 1.10 -26.93
C 21.53 1.31 -27.53
H 22.73 -0.84 -26.08
H 23.17 0.47 -24.85
H 23.52 0.72 -27.70
H 23.20 2.08 -26.60
H 21.34 0.55 -28.29
H 21.47 2.29 -28.00
O 41.96 -9.31 -24.64
C 41.13 -9.10 -25.53
O 41.42 -8.13 -26.47
C 40.35 -7.92 -27.34
C 39.11 -8.53 -26.68
C 39.69 -9.60 -25.73
H 40.55 -8.37 -28.31
H 40.12 -6.88 -27.60
H 38.33 -8.97 -27.31
H 38.55 -7.74 -26.17
H 39.78 -10.64 -26.04
H 39.11 -9.63 -24.81
O 37.00 -5.74 -31.99
C 36.18 -6.62 -32.13
O 36.56 -7.98 -32.16
C 35.49 -8.84 -32.51
C 34.30 -8.03 -32.02
C 34.65 -6.59 -32.20
H 35.63 -9.72 -31.88
H 35.41 -9.12 -33.56
H 34.14 -8.18 -30.96
H 33.39 -8.35 -32.52
H 34.32 -5.98 -31.36
H 34.22 -6.18 -33.12
```

The net charge is 0. As for the spin multiplicity: 1. The molar mass comes out at 1291.35 g/mol. For the max |F|, the calculation gives 5.4 eV/Å.


Listing relative energy (zero: lowest compared OMol25 entry of this formula, charge and spin) for the structures above in their given order: 0.00; 691.57 kJ/mol.
Listing Kohn-Sham gap for the structures above in their given order: 9.31; 9.69 eV.
Listing energy for the structures above in their given order: -119245.735; -125101.554 eV.